# C22H29N3O5S

A single C22H29N3O5S molecule in a non-equilibrium geometry (ωB97M-V/def2-TZVPD, OMol25).

The geometry in XYZ format:
```
60
Properties=species:S:1:pos:R:3:mulliken_charge:R:1
C -5.821 -0.584 -1.741 -0.83
C -5.583 0.920 -1.719 -0.35
H -5.866 1.377 -2.670 0.34
H -6.151 1.377 -0.902 0.32
O -4.203 1.236 -1.559 -0.44
C -3.732 1.197 -0.289 0.64
O -4.421 0.956 0.679 -0.71
N -2.414 1.461 -0.232 0.45
C -1.623 1.784 -1.403 -1.04
H -1.998 1.197 -2.245 0.60
C -0.159 1.456 -1.140 0.12
H 0.428 1.615 -2.044 0.49
H -0.088 0.398 -0.879 -0.41
C 0.407 2.298 0.010 -0.38
N 1.506 1.588 0.628 0.36
C 2.670 2.184 0.950 0.42
O 2.867 3.378 0.883 -0.69
C 3.729 1.191 1.376 -0.58
H 4.476 1.665 2.008 0.44
H 3.292 0.319 1.854 0.41
S 4.630 0.668 -0.179 0.31
O 3.686 0.802 -1.286 -0.51
C 4.603 -1.184 0.217 -1.30
C 3.252 -1.658 -0.105 0.62
C 2.776 -2.087 -1.316 0.67
O 1.445 -2.287 -1.184 -0.33
C 1.151 -1.955 0.090 -0.03
N 2.199 -1.566 0.766 -0.45
C -0.209 -2.005 0.574 0.91
C -0.475 -1.809 1.930 -0.84
C -1.777 -1.823 2.387 -0.53
C -2.843 -2.023 1.514 1.16
C -2.567 -2.226 0.165 -0.65
C -1.271 -2.220 -0.306 -0.54
H -1.067 -2.372 -1.355 0.48
H -3.382 -2.387 -0.525 0.41
C -4.253 -1.970 2.000 -1.54
H -4.647 -0.971 1.806 0.19
H -4.310 -2.159 3.069 0.45
H -4.877 -2.691 1.475 0.38
H -1.975 -1.667 3.437 0.37
H 0.351 -1.650 2.605 0.43
C 3.434 -2.324 -2.623 -1.63
H 4.328 -2.933 -2.497 0.39
H 2.743 -2.829 -3.292 0.35
H 3.724 -1.370 -3.063 0.29
H 4.869 -1.309 1.261 0.47
H 5.347 -1.642 -0.431 0.43
H 1.432 0.584 0.710 -0.21
C -0.698 2.633 1.030 -1.15
H -1.164 3.582 0.764 0.36
C -1.761 1.545 1.062 -0.21
H -1.310 0.580 1.318 -0.42
H -2.533 1.763 1.804 0.63
H -0.253 2.746 2.019 0.52
H 0.836 3.234 -0.364 0.43
H -1.733 2.846 -1.656 0.19
H -6.869 -0.784 -1.942 0.43
H -5.215 -1.049 -2.516 0.27
H -5.558 -1.009 -0.776 0.04
```

Energy (eV): -48829.08830
F_max (eV Å⁻¹): 1.6
HOMO-LUMO gap (eV): 8.68
2S+1: 1
Energy above the lowest of the compared OMol25 structures with the same formula, charge and spin (kcal per mole): 8.4


# C22H29NO4

A single C22H29NO4 molecule (ωB97M-V/def2-TZVPD, OMol25).

The geometry in XYZ format:
```
56
Properties=species:S:1:pos:R:3:mulliken_charge:R:1
C -4.674 4.525 1.815 -1.33
C -3.279 3.957 1.901 0.76
O -2.433 4.413 2.627 -0.56
C -3.032 2.773 0.990 -0.58
H -3.587 1.922 1.396 0.44
H -3.442 2.984 0.001 0.39
C -1.544 2.421 0.899 -1.37
C -1.324 1.195 0.065 0.40
C -1.287 -0.063 0.645 -0.64
C -1.107 -1.206 -0.115 -0.20
C -0.971 -1.108 -1.494 0.66
C -1.011 0.156 -2.086 -0.55
C -1.184 1.285 -1.315 -0.31
H -1.205 2.254 -1.793 0.42
H -0.909 0.222 -3.158 0.43
O -0.809 -2.151 -2.361 -0.48
C -0.718 -3.468 -1.867 -1.00
C 0.675 -3.808 -1.297 1.99
O 0.624 -5.017 -0.566 -0.65
H 0.084 -4.893 0.222 0.40
C 1.703 -4.022 -2.425 -1.34
N 1.981 -2.894 -3.281 -0.22
H 1.121 -2.426 -3.546 0.28
C 2.987 -1.945 -2.869 -1.41
C 2.558 -0.787 -1.952 -0.16
O 2.384 -1.262 -0.635 -0.28
C 2.113 -0.367 0.359 0.57
C 1.944 -0.907 1.633 -0.50
C 1.670 -0.090 2.709 -0.81
C 1.563 1.288 2.554 0.86
C 1.737 1.815 1.283 -0.57
C 2.002 1.007 0.191 -0.21
H 2.114 1.460 -0.781 0.36
H 1.661 2.883 1.138 0.33
C 1.289 2.180 3.727 -1.72
H 0.679 3.033 3.437 0.35
H 0.779 1.635 4.518 0.37
H 2.226 2.562 4.133 0.41
H 1.540 -0.529 3.688 0.36
H 2.038 -1.975 1.757 0.47
H 3.345 -0.021 -1.970 0.56
H 1.623 -0.340 -2.319 0.17
H 3.795 -2.493 -2.380 0.40
H 3.386 -1.487 -3.782 0.45
H 2.636 -4.356 -1.966 0.39
H 1.331 -4.838 -3.055 0.41
H 1.014 -2.983 -0.657 -0.74
H -1.491 -3.657 -1.109 0.39
H -0.926 -4.111 -2.728 0.29
H -1.072 -2.160 0.387 0.34
H -1.384 -0.157 1.716 0.35
H -1.164 2.259 1.907 0.02
H -1.010 3.270 0.469 0.57
H -4.870 5.172 2.666 0.37
H -5.415 3.732 1.768 0.35
H -4.753 5.117 0.904 0.32
```

Energy (eV): -32964.34392
F_max (eV Å⁻¹): 0.7
HOMO-LUMO gap (eV): 8.83
2S+1: 1
Energy above the lowest of the compared OMol25 structures with the same formula, charge and spin (kcal per mole): 62.3


# C22H30AsLiN5O2SSe2

A molecular structure, C22H30AsLiN5O2SSe2 in a non-equilibrium geometry (ωB97M-V/def2-TZVPD, OMol25).

The geometry in XYZ format:
```
64
Properties=species:S:1:pos:R:3:mulliken_charge:R:1
Li 1.239 1.205 -0.522 0.81
N -1.755 2.651 2.437 -0.06
C -1.144 2.285 1.316 -0.89
N 0.133 1.923 1.326 -0.04
C 0.699 1.549 2.531 -0.25
N 1.832 0.845 2.509 -1.12
N 2.218 0.597 1.306 0.63
C 3.087 -0.343 1.056 -0.63
C 3.504 -0.641 -0.281 0.93
C 4.532 -1.605 -0.573 -1.08
C 4.861 -1.834 -1.872 -0.15
C 4.214 -1.072 -2.890 -0.75
C 3.312 -0.105 -2.496 0.12
N 2.976 0.091 -1.249 -0.28
C 0.079 1.946 3.806 0.91
C 0.525 1.655 5.130 -0.39
C -0.162 2.148 6.227 -0.49
C -1.402 2.805 6.091 -0.58
C -1.873 3.043 4.841 -0.63
C -1.178 2.614 3.698 0.11
H -2.747 2.800 2.373 0.24
H -1.614 2.325 0.302 0.68
H 3.593 -0.855 1.905 0.15
H 5.027 -2.104 0.194 0.45
H 5.643 -2.562 -2.149 0.36
H 4.291 -1.286 -3.970 0.30
H 2.798 0.491 -3.286 0.13
H 1.534 1.275 5.239 0.40
H 0.414 2.078 7.143 0.35
H -1.951 2.996 7.048 0.28
H -2.851 3.448 4.680 0.35
O -1.830 -6.954 -0.426 -0.53
C -1.022 -5.985 -1.065 -1.20
C -1.184 -4.629 -0.296 2.07
C -2.615 -4.132 -0.491 -1.10
O -3.032 -3.958 -1.883 -0.62
C -0.929 -4.790 1.264 -1.18
Se -0.343 -3.103 2.151 -0.23
C -0.169 -3.641 -0.932 -1.86
Se -0.579 -1.669 -0.933 -0.33
H -2.318 -7.387 -1.225 0.35
H -1.289 -5.825 -2.116 0.48
H 0.017 -6.348 -0.996 0.36
H -2.787 -3.104 -0.015 0.31
H -3.281 -4.836 -0.003 0.48
H -2.721 -3.086 -2.248 0.34
H -0.026 -5.363 1.467 0.45
H -1.822 -5.232 1.728 0.37
H 0.073 -3.817 -1.967 0.46
H 0.811 -3.633 -0.384 0.47
C -1.558 4.857 -1.456 -0.62
As -0.608 3.903 -2.893 0.61
C -2.172 3.091 -3.918 -1.09
C 0.231 5.166 -4.067 -0.97
S 0.679 2.274 -2.514 -0.62
H -1.543 4.168 -0.566 -0.03
H -2.653 4.972 -1.720 0.32
H -1.107 5.801 -1.194 0.40
H -3.061 3.755 -4.141 0.37
H -2.474 2.206 -3.313 0.34
H -1.717 2.739 -4.842 0.34
H -0.348 6.085 -4.025 0.39
H 0.236 4.780 -5.099 0.32
H 1.310 5.330 -3.751 0.29
```

Energy (eV): -237416.51979
F_max (eV Å⁻¹): 4.5
Charge: -1
HOMO-LUMO gap (spin up / spin down) (eV): 5.23 / 3.63
2S+1: 1
Energy above the lowest of the compared OMol25 structures with the same formula, charge and spin (kcal per mole): 9.7


# C22H30B2Cl5CrF4N4O8P

A molecular structure, C22H30B2Cl5CrF4N4O8P (ωB97M-V/def2-TZVPD, OMol25).

The geometry in XYZ format:
```
77
Properties=species:S:1:pos:R:3:mulliken_charge:R:1
Cr -0.355 -1.694 -0.410 -2.77
C 3.792 -0.897 -0.981 -1.96
C 2.333 -1.149 -1.072 0.38
N 1.612 -1.579 -0.100 1.43
O 2.148 -1.965 1.062 -0.59
B 1.531 -1.353 2.335 0.21
F 2.115 -2.025 3.359 -0.28
F 1.727 -0.006 2.295 -0.05
O 0.032 -1.665 2.484 -0.66
N -0.807 -1.353 1.483 1.90
C -1.992 -0.909 1.712 -0.03
C -2.512 -0.584 3.059 -2.18
C -2.848 -0.813 0.485 0.86
N -2.236 -1.249 -0.554 1.78
O -2.749 -1.154 -1.805 -0.58
B -1.859 -1.895 -2.751 0.32
F -1.314 -2.988 -1.952 -0.28
F -2.532 -2.256 -3.845 -0.27
O -0.592 -1.150 -3.172 -0.50
N 0.327 -1.263 -2.213 2.11
C 1.565 -0.963 -2.344 0.41
C 2.201 -0.542 -3.619 -1.95
C -4.258 -0.354 0.464 -1.85
H 4.109 -0.922 0.057 0.44
H 4.029 0.074 -1.416 0.44
H 4.345 -1.653 -1.544 0.33
H -1.694 -0.503 3.770 0.34
H -3.195 -1.369 3.396 0.33
H -3.063 0.353 3.009 0.56
H 1.444 -0.305 -4.361 0.42
H 2.824 -1.357 -3.998 0.43
H 2.846 0.323 -3.466 0.37
H -4.685 -0.356 1.463 0.47
H -4.838 -0.999 -0.195 0.45
H -4.285 0.664 0.075 0.29
C -0.532 4.301 1.719 -1.38
C 0.366 3.140 2.112 1.48
C 1.804 3.583 2.299 -1.60
C -0.151 2.426 3.352 -1.34
O 0.438 2.143 1.036 0.47
P -0.729 1.599 0.150 -0.69
O -2.028 1.453 0.863 -0.96
O -0.113 0.270 -0.391 1.50
O -0.955 2.604 -1.032 -0.50
C -0.096 3.072 -2.117 1.70
C 1.370 3.018 -1.719 -1.16
C -0.368 2.198 -3.328 -1.55
C -0.545 4.501 -2.370 -1.74
H -0.530 5.030 2.531 0.55
H -1.559 3.976 1.553 0.25
H -0.166 4.797 0.820 0.18
H 1.877 4.257 3.153 0.40
H 2.172 4.109 1.417 0.34
H 2.439 2.717 2.481 0.22
H -0.209 3.126 4.188 0.58
H 0.521 1.612 3.627 0.23
H -1.147 2.028 3.169 0.10
H 1.669 2.008 -1.432 0.05
H 1.591 3.686 -0.888 0.15
H 1.971 3.332 -2.575 0.55
H -0.013 1.190 -3.145 0.15
H 0.147 2.599 -4.203 0.50
H -1.434 2.151 -3.540 0.36
H -0.364 5.125 -1.495 0.35
H -1.609 4.526 -2.601 0.37
H 0.005 4.921 -3.213 0.40
Cl -2.433 -3.940 1.646 -0.10
C -0.891 -4.454 1.170 0.93
C -0.110 -3.758 0.250 -1.45
C 0.909 -4.538 -0.289 1.13
Cl 1.704 -4.082 -1.717 -0.08
C 1.335 -5.817 0.249 0.38
Cl 2.691 -6.591 -0.375 -0.10
C 0.636 -6.393 1.294 -0.16
Cl 1.130 -7.871 1.978 -0.14
C -0.512 -5.745 1.733 0.39
Cl -1.447 -6.452 2.933 -0.09
```

Energy (eV): -158187.07750
F_max (eV Å⁻¹): 0.5
Charge: +1
HOMO-LUMO gap (spin up / spin down) (eV): 6.68 / 4.88
<S²>: 3.847
2S+1: 4
Energy above the lowest of the compared OMol25 structures with the same formula, charge and spin (kcal per mole): 81.2


> Which formula does entry 4 have?

C22H30B2Cl5CrF4N4O8P